# 1
{
  "formula": "C2H8InO",
  "method": "ωB97M-V/def2-TZVPD",
  "symbols": ["In", "O", "C", "C", "H", "H", "H", "H", "H", "H", "H", "H"],
  "xyz": [[-2.21, -0.17, -0.07], [-0.25, -0.75, -0.54], [1.80, -0.08, 0.54], [0.78, 0.17, -0.56], [2.61, 0.66, 0.54], [1.31, -0.04, 1.52], [1.30, 0.16, -1.54], [-2.15, 1.59, 0.07], [2.24, -1.07, 0.43], [-2.62, -0.97, 1.46], [-3.22, -0.73, -1.41], [0.42, 1.22, -0.45]],
  "e_tot_ha": -346.33592,
  "e_above_lowest_kcal_mol": 0.00,
  "charge": -1,
  "e_lumo_ev": 3.76
}


# 2
{
  "formula": "C32H47FN5O9RuSSb",
  "method": "ωB97M-V/def2-TZVPD",
  "symbols": ["Sb", "Ru", "S", "F", "O", "O", "O", "O", "O", "O", "O", "O", "O", "N", "N", "N", "N", "N", "C", "C", "C", "C", "C", "C", "C", "C", "C", "C", "C", "C", "C", "C", "C", "C", "C", "C", "C", "C", "C", "C", "C", "C", "C", "C", "C", "C", "C", "C", "C", "C", "H", "H", "H", "H", "H", "H", "H", "H", "H", "H", "H", "H", "H", "H", "H", "H", "H", "H", "H", "H", "H", "H", "H", "H", "H", "H", "H", "H", "H", "H", "H", "H", "H", "H", "H", "H", "H", "H", "H", "H", "H", "H", "H", "H", "H", "H", "H"],
  "xyz": [[-0.19, -3.01, -0.43], [0.20, 0.05, 0.36], [-1.54, -0.45, -1.48], [-2.46, 0.46, 6.61], [4.09, 0.84, 1.43], [-2.08, -1.72, -1.89], [-2.78, 5.98, -0.04], [-0.03, -0.50, -1.63], [2.14, 0.23, 0.59], [-5.60, 4.20, -2.34], [0.01, 0.46, 2.38], [-1.66, -0.37, 0.05], [-2.11, 0.73, -2.04], [-3.66, 4.20, -1.12], [-0.77, 1.91, 10.94], [0.06, 2.34, -0.12], [2.89, 0.35, 5.30], [-0.52, 0.54, 8.74], [-0.23, -3.09, 1.86], [1.15, 0.49, 7.00], [2.11, -3.15, -0.54], [2.92, 0.53, 1.56], [-1.90, 0.63, 9.20], [2.54, -4.60, -0.47], [-0.77, 0.50, 5.04], [3.23, 0.40, 4.01], [-1.14, 2.89, -0.17], [1.14, 3.02, -0.48], [0.00, -4.51, 2.34], [-4.97, 4.79, -1.25], [0.34, 0.04, 9.79], [-2.60, -4.96, -0.79], [-1.93, 1.03, 10.68], [2.61, -2.44, -1.78], [-0.18, 0.49, 7.40], [-1.14, -5.02, -1.15], [0.58, 0.47, 4.65], [-0.91, -5.09, -2.64], [1.06, 4.34, -0.89], [1.56, 0.44, 5.67], [-1.52, -2.50, 2.41], [0.93, 0.46, 3.25], [-2.65, 4.89, -0.55], [-1.31, 4.21, -0.58], [-0.18, 4.95, -0.92], [4.47, 1.56, 6.73], [0.50, 1.13, 10.86], [-1.13, 0.49, 6.35], [2.34, 0.46, 2.97], [3.95, 0.20, 6.28], [0.15, -5.18, -2.88], [-0.30, 5.98, -1.20], [-4.84, 5.88, -1.37], [-1.43, -5.95, -3.06], [-2.37, -3.15, 2.19], [-1.52, 0.51, 4.27], [-1.45, -2.39, 3.50], [-3.06, -4.07, -1.21], [4.29, 0.39, 3.77], [1.32, -0.24, 9.42], [-0.77, 2.65, 10.23], [-2.45, -0.32, 9.07], [-2.42, 1.40, 8.62], [-0.82, -5.16, 2.04], [0.92, -4.93, 1.96], [3.70, -2.37, -1.76], [3.63, -4.65, -0.39], [5.29, 1.43, 7.43], [1.91, 0.54, 7.76], [2.12, -5.12, 0.39], [1.31, 1.82, 10.62], [-5.53, 4.62, -0.31], [-3.51, 3.33, -1.61], [2.21, -1.42, -1.82], [0.06, -4.53, 3.43], [-0.59, -5.78, -0.61], [1.96, 4.88, -1.17], [2.25, -5.14, -1.37], [-1.70, -1.52, 1.98], [0.63, -2.45, 2.14], [-3.12, -5.83, -1.20], [4.83, 2.11, 5.87], [-1.32, -4.20, -3.12], [2.32, -2.97, -2.68], [3.59, -0.40, 7.12], [4.77, -0.36, 5.82], [-2.86, 1.55, 10.90], [2.09, 2.51, -0.43], [-2.74, -4.97, 0.30], [0.70, 0.68, 11.83], [-6.47, 4.59, -2.46], [-1.97, 2.26, 0.13], [-0.10, -0.86, 10.24], [-0.85, 2.37, 11.86], [3.68, 2.14, 7.21], [2.43, -2.61, 0.37], [-1.86, 0.16, 11.34]],
  "e_tot_ha": -3031.14805,
  "spin_multiplicity": 5,
  "e_above_lowest_kcal_mol": 48.94,
  "charge": 2,
  "e_lumo_ev": [-5.27, -6.20]
}


# 3
{
  "formula": "C19H25N5O4PdS2",
  "method": "ωB97M-V/def2-TZVPD",
  "symbols": ["Pd", "S", "S", "O", "O", "O", "O", "N", "N", "N", "N", "N", "C", "C", "C", "C", "C", "C", "C", "C", "C", "C", "C", "C", "C", "C", "C", "C", "C", "C", "C", "H", "H", "H", "H", "H", "H", "H", "H", "H", "H", "H", "H", "H", "H", "H", "H", "H", "H", "H", "H", "H", "H", "H", "H", "H"],
  "xyz": [[0.54, 0.62, 1.01], [-2.62, 3.50, -0.57], [1.74, -1.32, 1.44], [2.19, 0.90, -0.42], [1.63, 3.11, 1.23], [-1.05, -0.59, -0.09], [1.86, 1.90, 3.12], [2.93, -0.18, -0.66], [-0.92, 2.09, 0.75], [-0.08, 2.93, -1.27], [-0.24, -1.81, -1.85], [-1.67, -2.76, -0.28], [0.33, -3.08, -2.27], [-2.28, 1.38, 2.70], [-2.38, -3.65, -1.19], [3.53, -2.43, -0.31], [-3.52, 1.44, 3.31], [-3.15, 2.77, 0.93], [-4.39, 2.84, 1.53], [3.87, -0.07, -1.63], [4.64, -1.14, -1.99], [2.77, -1.31, 0.06], [-1.05, 2.79, -0.35], [0.21, -0.63, -2.58], [1.49, 2.04, 2.00], [-2.24, -2.67, 1.06], [4.45, -2.35, -1.32], [2.58, 4.09, 1.72], [-0.98, -1.67, -0.73], [-4.57, 2.16, 2.73], [-2.10, 2.05, 1.49], [3.58, 3.65, 1.70], [0.28, 0.23, -1.92], [-3.46, -3.53, -1.03], [5.39, -1.02, -2.76], [-2.17, -3.39, -2.22], [1.40, -2.97, -2.40], [-5.20, 3.40, 1.09], [-1.53, -2.20, 1.73], [-3.17, -2.10, 1.07], [3.37, -3.35, 0.24], [-0.10, -3.43, -3.22], [0.86, 2.66, -1.02], [-0.47, -0.39, -3.40], [2.32, 4.38, 2.74], [3.92, 0.91, -2.08], [-5.53, 2.20, 3.23], [0.15, -3.84, -1.51], [-2.12, -4.69, -1.01], [-1.46, 0.84, 3.15], [-0.21, 3.57, -2.03], [5.03, -3.22, -1.60], [1.19, -0.83, -3.00], [-3.67, 0.93, 4.25], [-2.44, -3.69, 1.41], [2.50, 4.93, 1.04]],
  "e_tot_ha": -2237.79836,
  "spin_multiplicity": 2,
  "e_above_lowest_kcal_mol": 4.72,
  "charge": 1,
  "e_lumo_ev": [-2.95, -4.61]
}


# 4
{
  "formula": "C4H11N2O",
  "method": "ωB97M-V/def2-TZVPD",
  "symbols": ["O", "N", "N", "C", "C", "C", "C", "H", "H", "H", "H", "H", "H", "H", "H", "H", "H", "H"],
  "xyz": [[1.37, 0.50, -2.46], [-1.87, -1.05, 1.43], [0.22, -1.25, -0.68], [-1.00, 0.07, 1.32], [1.66, 1.16, -1.49], [-0.27, 0.05, -0.11], [0.97, 0.95, -0.14], [2.40, 1.96, -1.68], [1.84, 0.70, 0.49], [-1.48, 1.07, 1.25], [-2.60, -0.81, 0.76], [1.18, -1.45, -0.42], [0.87, 2.05, 0.31], [-0.16, 0.19, 2.00], [-2.23, -1.28, 2.40], [-0.30, -2.10, -0.44], [-0.99, 0.51, -0.82], [0.37, -1.30, -1.73]],
  "e_tot_ha": -342.96134,
  "spin_multiplicity": 2,
  "e_above_lowest_kcal_mol": 57.14,
  "charge": 2,
  "e_lumo_ev": [-7.75, -14.04]
}


# 5
{
  "formula": "C3H11NOS2",
  "method": "ωB97M-V/def2-TZVPD",
  "symbols": ["S", "S", "O", "N", "C", "C", "C", "H", "H", "H", "H", "H", "H", "H", "H", "H", "H", "H"],
  "xyz": [[-1.12, 1.13, 1.45], [-0.56, 1.15, 3.46], [0.61, 3.21, -1.02], [0.61, 0.23, -1.10], [0.07, -2.19, -0.83], [-0.29, -0.77, -0.47], [-0.49, -0.52, 1.01], [0.44, 2.02, 3.32], [-1.26, -0.53, -0.92], [0.48, 2.42, -1.56], [0.35, -0.76, 1.65], [-1.27, -1.22, 1.34], [-0.19, 3.42, -0.53], [-0.73, -2.90, -0.64], [1.57, 0.01, -0.85], [0.96, -2.60, -0.34], [0.33, -2.23, -1.89], [0.47, 0.13, -2.09]],
  "e_tot_ha": -1047.25902,
  "e_above_lowest_kcal_mol": 5.23,
  "e_lumo_ev": 0.50,
  "smiles": "C[C@H](N)CSS.O"
}


# 6
{
  "formula": "C32H32MoN3O5SSi",
  "method": "ωB97M-V/def2-TZVPD",
  "symbols": ["Mo", "S", "Si", "O", "O", "O", "O", "O", "N", "N", "N", "C", "C", "C", "C", "C", "C", "C", "C", "C", "C", "C", "C", "C", "C", "C", "C", "C", "C", "C", "C", "C", "C", "C", "C", "C", "C", "C", "C", "C", "C", "C", "C", "H", "H", "H", "H", "H", "H", "H", "H", "H", "H", "H", "H", "H", "H", "H", "H", "H", "H", "H", "H", "H", "H", "H", "H", "H", "H", "H", "H", "H", "H", "H", "H"],
  "xyz": [[-2.06, 0.65, -0.16], [-2.18, 1.84, 2.40], [0.90, 0.30, -1.78], [-0.30, 0.79, -0.68], [-2.87, 0.85, -2.16], [-3.31, 2.18, 3.20], [-4.14, 1.05, -0.55], [-1.97, 2.53, 1.10], [-4.06, 1.05, -1.80], [-2.26, 0.34, 1.76], [-2.38, -1.46, -0.06], [-2.74, -3.26, 1.54], [1.61, 2.05, 4.81], [1.99, 2.62, -5.01], [-0.67, -0.89, -3.78], [1.66, 1.93, 3.42], [1.15, 1.73, -2.92], [-0.72, 1.94, 3.33], [-2.46, -0.95, 2.27], [0.50, 1.87, 2.67], [0.78, 3.03, -2.55], [-1.26, -1.92, -4.51], [0.51, -2.50, -2.45], [-2.81, -2.69, 3.88], [0.37, 2.13, 5.44], [-2.83, -4.16, 0.45], [-2.61, -1.33, 3.58], [-2.53, -1.91, 1.24], [1.76, 1.55, -4.17], [3.50, -0.74, -1.59], [-0.06, -3.53, -3.19], [2.09, -0.93, 0.49], [-2.47, -2.32, -1.05], [-0.95, -3.24, -4.21], [2.89, 2.09, 5.61], [1.01, 4.11, -3.40], [-2.70, -3.69, -0.83], [2.43, -0.06, -0.73], [-0.80, 2.07, 4.71], [2.99, 1.28, -0.24], [1.62, 3.90, -4.62], [0.22, -1.16, -2.73], [-2.88, -3.64, 2.90], [0.30, 3.20, -1.59], [2.04, 0.55, -4.49], [2.99, -1.09, 1.09], [-2.76, -4.35, -1.69], [4.42, -0.87, -1.01], [0.71, 5.10, -3.09], [-3.00, -5.21, 0.63], [1.71, -1.91, 0.21], [3.30, 1.09, 5.70], [-1.40, -4.04, -4.79], [3.75, -0.14, -2.47], [0.33, 2.24, 6.51], [-1.94, -1.68, -5.32], [-2.35, -1.93, -2.06], [1.80, 4.74, -5.28], [3.64, 2.71, 5.11], [1.35, -0.45, 1.14], [3.33, 1.90, -1.07], [0.19, -4.56, -2.96], [3.85, 1.11, 0.42], [-3.05, -4.68, 3.14], [2.72, 2.49, 6.61], [2.62, 1.88, 2.92], [2.26, 1.87, 0.32], [0.54, 1.80, 1.59], [3.19, -1.73, -1.94], [1.20, -2.75, -1.66], [-1.77, 2.15, 5.19], [2.47, 2.46, -5.97], [-2.92, -2.98, 4.91], [-2.57, -0.59, 4.37], [-0.90, 0.14, -4.04]],
  "e_tot_ha": -2534.81550,
  "spin_multiplicity": 3,
  "e_above_lowest_kcal_mol": 0.00,
  "charge": 1,
  "e_lumo_ev": [-4.08, -4.31]
}


# 7
{
  "formula": "C25H58CrFN4O7Y",
  "method": "ωB97M-V/def2-TZVPD",
  "symbols": ["Y", "Cr", "F", "O", "O", "O", "O", "O", "O", "O", "N", "N", "N", "N", "C", "C", "C", "C", "C", "C", "C", "C", "C", "C", "C", "C", "C", "C", "C", "C", "C", "C", "C", "C", "C", "C", "C", "C", "C", "H", "H", "H", "H", "H", "H", "H", "H", "H", "H", "H", "H", "H", "H", "H", "H", "H", "H", "H", "H", "H", "H", "H", "H", "H", "H", "H", "H", "H", "H", "H", "H", "H", "H", "H", "H", "H", "H", "H", "H", "H", "H", "H", "H", "H", "H", "H", "H", "H", "H", "H", "H", "H", "H", "H", "H", "H", "H"],
  "xyz": [[0.17, -0.68, -2.10], [2.09, -1.97, 1.47], [1.10, -0.50, 0.13], [-1.90, -0.08, -1.13], [2.03, 4.29, -3.32], [1.71, -3.35, -0.06], [2.40, -0.37, -3.40], [3.95, -1.22, 0.69], [-1.94, -1.74, 4.14], [1.35, -2.68, -2.10], [2.55, -0.65, 3.10], [-2.78, 0.28, -0.09], [0.91, 1.70, -1.89], [0.30, -2.42, 2.59], [-1.14, -2.54, 2.04], [-1.20, 1.95, 0.82], [-2.04, -1.55, 2.76], [0.76, 4.07, -2.70], [-3.03, -1.26, 4.89], [2.85, -4.51, -1.84], [3.06, -1.11, -4.44], [1.95, 4.55, -4.71], [-4.08, -1.74, -0.40], [-4.95, 1.51, 1.59], [1.89, -3.47, -1.29], [0.32, 2.62, -2.89], [2.41, 1.62, -2.04], [4.50, -0.18, 1.55], [3.42, 0.37, 2.43], [2.95, 0.94, -3.27], [3.96, 1.34, 3.50], [-1.58, -3.96, 2.08], [4.94, -1.94, -0.07], [-5.05, 0.07, 1.06], [-3.46, 1.81, 1.66], [-3.10, 2.78, -0.60], [-4.19, -0.21, -0.17], [-2.63, 1.67, 0.37], [-4.93, 0.36, -1.39], [0.97, 4.25, -1.64], [0.78, 2.13, -0.98], [-4.80, -2.42, 0.04], [4.03, 0.86, -3.11], [-3.34, 2.78, 2.14], [-1.02, -2.26, 0.99], [-0.97, 3.02, 0.91], [4.70, 2.02, 3.07], [-2.95, -1.51, 5.95], [2.97, 2.56, -1.95], [-5.52, 2.12, 0.88], [-3.09, -0.17, 4.80], [-4.00, -1.64, 4.55], [5.25, -2.69, 0.66], [0.16, 4.91, -3.06], [-3.12, -2.13, -0.05], [4.10, -1.33, -4.18], [3.18, -1.01, 3.83], [2.94, 4.75, -5.12], [2.54, -2.06, -4.41], [0.27, -3.24, 3.20], [-6.10, -0.08, 0.79], [1.41, 5.47, -4.93], [2.71, 1.50, -4.18], [2.38, -4.97, -2.71], [3.15, -5.33, -1.19], [-5.37, 1.34, -1.20], [-2.04, -4.23, 3.04], [4.48, -2.52, -0.86], [-5.02, -0.71, 1.83], [1.93, -0.19, 3.76], [0.07, -1.76, 3.34], [5.84, -1.49, -0.48], [5.11, 0.51, 0.98], [-2.92, 2.45, -1.63], [-0.88, -4.80, 1.94], [-5.81, -0.20, -1.70], [3.85, -4.24, -2.19], [-4.30, 0.38, -2.27], [1.65, 3.64, -5.24], [-0.90, 1.39, 1.71], [0.55, 2.30, -3.91], [2.78, 1.04, -1.19], [-1.71, -0.53, 2.54], [-2.63, 3.75, -0.48], [-5.44, 1.62, 2.55], [-0.78, 2.60, -2.87], [5.16, -0.74, 2.23], [-2.25, -4.11, 1.23], [4.47, 0.85, 4.34], [3.16, 1.97, 3.88], [3.01, -0.66, -5.43], [-4.06, -1.98, -1.47], [-4.17, 2.99, -0.52], [-0.57, 1.62, -0.01], [-3.04, 1.06, 2.35], [-3.09, -1.69, 2.51], [2.71, 0.99, 1.87]],
  "e_tot_ha": -2915.28543,
  "spin_multiplicity": 5,
  "charge": 2,
  "e_lumo_ev": [-5.61, -5.63]
}


# 8
{
  "formula": "C23H38HgO12",
  "method": "ωB97M-V/def2-TZVPD",
  "symbols": ["Hg", "O", "O", "O", "O", "O", "O", "O", "O", "O", "O", "O", "O", "C", "C", "C", "C", "C", "C", "C", "C", "C", "C", "C", "C", "C", "C", "C", "C", "C", "C", "C", "C", "C", "C", "C", "H", "H", "H", "H", "H", "H", "H", "H", "H", "H", "H", "H", "H", "H", "H", "H", "H", "H", "H", "H", "H", "H", "H", "H", "H", "H", "H", "H", "H", "H", "H", "H", "H", "H", "H", "H", "H", "H"],
  "xyz": [[-0.65, -0.97, 0.50], [-4.33, 0.63, -3.56], [5.62, -4.61, 2.27], [-6.39, 1.22, -4.01], [2.64, 2.88, 0.36], [-4.88, 2.00, 2.56], [-6.37, 3.57, 3.29], [1.79, -1.70, -4.76], [1.52, -0.13, 5.43], [4.04, -3.77, 0.89], [-3.82, -4.42, 0.23], [1.87, -1.13, -6.90], [2.59, -0.62, 7.44], [-7.73, 3.60, 3.72], [-5.30, 0.41, -5.84], [-6.68, 1.00, -6.33], [2.88, -0.78, -7.88], [2.48, -1.37, -5.68], [3.91, -1.17, -5.69], [3.16, 1.40, 6.36], [3.11, 4.11, 0.03], [-7.18, 1.32, 3.08], [3.79, 1.38, 7.75], [-4.96, -4.85, -0.44], [2.29, 0.16, 6.33], [4.24, -0.70, -7.13], [7.61, -3.55, 1.53], [5.28, -3.87, 1.18], [-8.35, 2.36, 3.09], [4.02, 4.90, 0.96], [-5.99, 2.25, 2.91], [-5.26, 0.76, -4.36], [6.51, -3.29, 0.54], [7.02, -4.64, 2.48], [3.72, -0.13, 8.17], [-7.37, 1.26, -5.04], [4.30, 5.88, 0.56], [-6.65, 1.89, -6.95], [4.95, -1.39, -7.58], [-4.40, 0.63, -6.40], [3.23, 2.01, 8.45], [-8.23, 0.63, -4.77], [6.73, -3.74, -0.43], [4.54, -0.67, 7.69], [3.70, -0.20, 9.26], [7.45, -5.60, 2.16], [4.34, -2.14, -5.45], [6.23, -2.24, 0.48], [2.45, 2.22, 6.29], [2.57, 0.13, -8.39], [-7.68, 3.34, 4.77], [-5.43, -0.67, -5.93], [-7.82, 2.25, -5.02], [8.52, -3.98, 1.10], [-7.30, 0.27, -6.85], [-7.16, 0.57, 2.29], [7.34, -4.57, 3.52], [3.78, 1.16, 5.50], [4.83, 1.71, 7.69], [3.51, 5.16, 1.88], [-9.24, 2.06, 3.65], [-7.06, 0.79, 4.02], [-5.31, -4.18, -1.22], [3.64, 4.03, -0.92], [7.87, -2.64, 2.08], [2.84, -1.53, -8.67], [4.18, -0.34, -5.02], [-8.08, 4.60, 3.47], [4.89, 4.29, 1.22], [-4.81, -5.88, -0.78], [2.22, 4.68, -0.24], [4.65, 0.31, -7.09], [-5.91, -4.84, 0.10], [-8.56, 2.48, 2.03]],
  "e_tot_ha": -1955.10015,
  "e_above_lowest_kcal_mol": 201.70,
  "e_lumo_ev": -5.20
}


# 9
{
  "formula": "C3H6N2O2",
  "method": "ωB97M-V/def2-TZVPD",
  "symbols": ["O", "O", "N", "N", "C", "C", "C", "H", "H", "H", "H", "H", "H"],
  "xyz": [[-1.20, 2.11, 0.04], [0.82, 1.34, -0.30], [-0.71, -0.11, 0.32], [-1.82, -0.66, -0.20], [1.61, 0.17, 0.06], [0.57, -0.91, -0.07], [-0.39, 1.20, 0.17], [2.35, 0.46, 1.11], [-2.27, -0.04, -0.64], [2.58, 0.41, -0.48], [0.40, -1.18, -1.01], [-2.71, -1.05, 0.48], [0.76, -1.74, 0.51]],
  "e_tot_ha": -377.76921,
  "e_above_lowest_kcal_mol": 119.31,
  "e_lumo_ev": 0.82,
  "smiles": "NN1CCOC1=O"
}


# 10
{
  "formula": "C3H6N2S2",
  "method": "ωB97M-V/def2-TZVPD",
  "symbols": ["S", "S", "N", "N", "C", "C", "C", "H", "H", "H", "H", "H", "H"],
  "xyz": [[0.40, -0.02, -2.79], [-0.94, -2.44, -0.41], [-1.04, 0.32, 1.82], [0.28, -0.06, -1.09], [0.05, -0.03, 0.97], [0.56, 0.99, -0.09], [-0.25, -0.98, -0.27], [-1.84, 0.58, 1.27], [-1.27, -0.53, 2.31], [1.65, -0.51, -2.93], [1.62, 1.24, -0.14], [-0.07, 1.86, -0.24], [0.84, -0.42, 1.59]],
  "e_tot_ha": -1023.75204,
  "e_above_lowest_kcal_mol": 31.94,
  "e_lumo_ev": 0.62,
  "smiles": "N[C@@H]1CN(S)C1=S"
}


# 11
{
  "formula": "C4H7ClFN",
  "method": "ωB97M-V/def2-TZVPD",
  "symbols": ["Cl", "F", "N", "C", "C", "C", "C", "H", "H", "H", "H", "H", "H", "H"],
  "xyz": [[2.25, -0.26, 0.40], [-1.05, -1.83, -0.12], [-0.09, 1.71, -0.49], [1.03, -0.93, -0.65], [-0.93, 0.61, -0.01], [-0.27, -0.65, 0.05], [-0.77, 0.14, 1.27], [-1.69, -0.42, 1.68], [-1.93, 0.74, -0.41], [0.74, 1.49, 0.10], [1.02, -0.46, -1.70], [0.39, 1.44, -1.50], [1.21, -2.05, -0.60], [0.11, 0.48, 1.97]],
  "e_tot_ha": -771.32518,
  "e_above_lowest_kcal_mol": 45.92,
  "e_lumo_ev": 0.79,
  "smiles": "N[C@@H]1C[C@]1(F)CCl"
}